Molecular formula: C6H14ClFO4Si2
Method: DFT, wB97M-V/def2-TZVPD

Properties
LUMO energy ... -0.07 eV
Kohn-Sham gap ... 10.103 eV

CARTESIAN COORDINATES (ANGSTROEM)
O 4.041 0.498 2.345
C 3.726 -0.197 1.246
Cl 5.062 -1.332 0.540
C 2.286 -0.174 0.458
Si 0.957 0.995 1.260
O -0.496 0.840 0.237
Si -1.753 1.964 0.750
F -2.084 3.002 -0.686
C -3.341 0.915 1.070
C -2.655 -0.609 1.693
C -2.499 -1.854 0.493
O -3.623 -1.835 1.694
H 1.802 -1.265 0.434
H 2.434 0.194 -0.664
H 0.672 0.540 2.641
H 1.416 2.404 1.359
H -1.369 2.829 1.873
H -4.044 1.319 1.913
H -3.885 0.534 0.106
H -1.754 -0.525 2.563
H -3.386 -1.800 -0.278
H -2.042 -2.835 0.946
C 1.423 -0.541 -3.819
O 2.487 -0.317 -2.911
H 0.624 0.175 -3.613
H 1.781 -0.400 -4.842
H 1.042 -1.557 -3.691
H 3.180 -0.966 -3.118

Molecular formula: C8H4Cl3NO3RhTb
Method: DFT, wB97M-V/def2-TZVPD

Properties
LUMO energy (alpha / beta) ... -15.64 / -19.88 eV
2S+1 ... 11
Kohn-Sham gap (alpha / beta) ... 8.065 / 4.742 eV
<S²> ... 30.033
Total charge ... +4

CARTESIAN COORDINATES (ANGSTROEM)
Rh 0.199 0.281 -3.735
Tb 0.936 0.509 -0.603
Cl -0.547 -1.294 -2.082
Cl -0.247 2.275 -2.041
C 2.160 2.529 0.297
C 0.816 -1.162 -4.663
C 0.894 1.469 -4.941
O 2.659 3.504 0.651
O 1.215 -2.134 -5.170
O 1.328 2.202 -5.726
Cl -2.552 1.043 4.153
C -1.547 0.074 3.161
C -1.337 -1.275 3.461
C -0.510 -2.036 2.637
C 0.084 -1.439 1.533
N -0.130 -0.119 1.255
C -0.939 0.654 2.049
H -1.823 -1.700 4.332
H -0.321 -3.089 2.836
H 0.729 -1.988 0.831
H -1.066 1.697 1.765

Molecular formula: C2H2ClN3O
Method: DFT, wB97M-V/def2-TZVPD

Properties
LUMO energy ... 0.39 eV
ΔE to the lowest compared entry with this formula, charge and spin ... 2.026 eV
Kohn-Sham gap ... 10.186 eV
SMILES ... Nc1noc(Cl)n1

CARTESIAN COORDINATES (ANGSTROEM)
N 2.918 -0.551 0.043
C 1.529 -0.094 -0.130
N 1.077 1.222 -0.078
O -0.307 1.164 -0.003
C -0.611 -0.098 0.067
Cl -2.340 -0.279 0.050
N 0.348 -0.994 -0.187
H 2.958 -1.522 0.340
H 3.362 0.366 0.761

Molecular formula: C4H3N3
Method: DFT, wB97M-V/def2-TZVPD

Properties
LUMO energy (alpha / beta) ... -0.63 / -2.20 eV
2S+1 ... 3
ΔE to the lowest compared entry with this formula, charge and spin ... 2.959 eV
Kohn-Sham gap (alpha / beta) ... 6.734 / 6.719 eV
<S²> ... 2.059

CARTESIAN COORDINATES (ANGSTROEM)
C -2.296 -0.185 0.105
C 0.924 -1.287 0.088
C 1.643 -0.174 -0.010
C -1.029 0.194 0.092
N -3.387 -0.550 -0.043
N 1.187 1.093 0.046
N -0.177 1.152 -0.003
H 0.908 -2.299 -0.260
H 2.813 -0.084 -0.047
H -0.585 2.138 0.031

Molecular formula: C26H33BN6O8PSSr
Method: DFT, wB97M-V/def2-TZVPD

Properties
LUMO energy ... -2.72 eV
ΔE to the lowest compared entry with this formula, charge and spin ... 1.510 eV
Kohn-Sham gap ... 6.775 eV
Total charge ... +1

CARTESIAN COORDINATES (ANGSTROEM)
Sr -0.928 -0.442 -0.592
C 1.037 3.532 5.262
C 0.120 2.914 4.248
C 0.467 1.715 3.624
C -0.388 1.112 2.719
C -1.605 1.710 2.413
C -1.973 2.889 3.035
C -1.107 3.486 3.938
S -2.742 0.902 1.326
O -4.049 1.346 1.725
O -2.417 1.316 -0.091
N -2.406 -0.619 1.288
C -2.499 -1.447 2.411
C -3.014 -1.094 3.630
C -3.117 -2.064 4.655
C -2.732 -3.355 4.447
C -2.202 -3.744 3.190
C -1.812 -5.071 2.903
C -1.333 -5.373 1.663
C -1.214 -4.334 0.713
N -1.538 -3.084 0.941
C -2.060 -2.785 2.171
H 2.059 3.583 4.885
H 1.057 2.936 6.176
H 0.719 4.538 5.527
H 1.410 1.239 3.868
H -0.112 0.161 2.279
H -2.937 3.333 2.826
H -1.400 4.409 4.421
H -3.375 -0.093 3.819
H -3.531 -1.766 5.609
H -2.840 -4.100 5.225
H -1.910 -5.833 3.666
H -1.038 -6.377 1.393
H -0.829 -4.575 -0.271
C 3.406 -1.414 1.845
O 3.116 -2.535 1.011
C 2.294 -2.301 -0.025
O 1.822 -1.201 -0.281
N 2.089 -3.422 -0.733
N 1.246 -3.501 -1.840
H 4.035 -1.799 2.640
H 2.489 -0.992 2.255
H 3.940 -0.648 1.282
H 2.458 -4.285 -0.371
H 1.618 -2.953 -2.609
H 0.339 -3.104 -1.620
N 2.820 2.140 -1.470
C 1.759 2.943 -2.147
P 0.242 2.740 -1.093
O -0.039 3.922 -0.246
O 0.566 1.373 -0.552
C -1.121 2.718 -2.338
N -2.219 3.494 -1.690
H 2.309 1.360 -0.997
H 3.315 2.672 -0.756
H 3.495 1.762 -2.132
H 1.587 2.459 -3.109
H 2.084 3.971 -2.286
H -1.496 1.737 -2.618
H -0.788 3.226 -3.244
H -2.907 3.851 -2.347
H -1.776 4.247 -1.137
H -2.660 2.857 -0.994
O 0.252 0.382 -3.843
B -0.110 -0.956 -3.307
O 0.324 -1.865 -4.300
C 0.883 -1.170 -5.335
C 1.426 -1.656 -6.504
C 1.941 -0.720 -7.400
C 1.902 0.642 -7.126
C 1.344 1.122 -5.940
C 0.840 0.186 -5.060
H 1.445 -2.716 -6.718
H 2.372 -1.060 -8.331
H 2.306 1.342 -7.845
H 1.295 2.184 -5.732

Molecular formula: C4H8O2
Method: DFT, wB97M-V/def2-TZVPD

Properties
LUMO energy ... 0.89 eV
ΔE to the lowest compared entry with this formula, charge and spin ... 2.116 eV
Kohn-Sham gap ... 10.864 eV
SMILES ... COCCC=O

CARTESIAN COORDINATES (ANGSTROEM)
C -1.140 -0.668 -0.959
O -1.420 -0.347 0.389
C -0.280 -0.296 1.208
C 0.693 0.802 0.749
C 1.191 0.599 -0.667
O 1.969 -0.277 -0.974
H -1.608 0.090 -1.601
H -1.503 -1.660 -1.216
H -0.075 -0.753 -1.175
H 0.242 -1.265 1.240
H -0.645 -0.074 2.218
H 1.589 0.774 1.374
H 0.201 1.775 0.845
H 0.786 1.299 -1.431

Molecular formula: C4H5NO
Method: DFT, wB97M-V/def2-TZVPD

Properties
LUMO energy ... 0.66 eV
ΔE to the lowest compared entry with this formula, charge and spin ... 3.424 eV
Kohn-Sham gap ... 8.610 eV
SMILES ... C=CC(O)=C=N

CARTESIAN COORDINATES (ANGSTROEM)
C -1.960 0.180 0.003
C -0.796 0.514 -0.554
C 0.607 0.368 -0.149
O 1.360 1.431 0.259
C 0.846 -0.863 0.239
N 1.282 -1.922 0.533
H -2.035 -0.605 0.749
H -2.892 0.599 -0.365
H -0.696 1.379 -1.249
H 2.212 1.105 0.600
H 2.071 -2.186 -0.068

Molecular formula: C3H8NO2
Method: DFT, wB97M-V/def2-TZVPD

Properties
LUMO energy ... -3.42 eV
ΔE to the lowest compared entry with this formula, charge and spin ... 2.738 eV
Kohn-Sham gap ... 11.924 eV
SMILES ... C=CC([NH3+])(O)O
Total charge ... +1

CARTESIAN COORDINATES (ANGSTROEM)
C 0.939 -1.583 0.773
C 0.084 -1.091 -0.015
C -0.039 0.484 -0.478
N -1.045 1.004 0.532
O 1.071 1.251 -0.150
O -0.485 0.713 -1.682
H 0.981 -2.637 1.054
H 1.498 -1.008 1.486
H -0.373 -1.801 -0.793
H -0.461 1.445 1.309
H -1.654 1.573 0.049
H -1.424 0.151 0.932
H 1.622 1.660 -0.951
H -0.716 -0.161 -2.064

Molecular formula: C6H12O
Method: DFT, wB97M-V/def2-TZVPD

Properties
LUMO energy ... 1.04 eV
ΔE to the lowest compared entry with this formula, charge and spin ... 2.464 eV
Kohn-Sham gap ... 9.769 eV
SMILES ... C=C(C)OC(C)C

CARTESIAN COORDINATES (ANGSTROEM)
C -1.470 -1.016 0.274
C -0.166 -1.222 0.449
C 0.389 -2.404 1.034
O 0.924 -0.298 0.150
C 0.722 1.022 -0.510
C 0.022 1.007 -1.778
C 0.203 1.954 0.556
H -1.895 -0.207 -0.093
H -2.192 -1.827 0.344
H 1.333 -2.662 0.699
H 0.704 -2.231 2.042
H -0.267 -3.213 0.961
H 1.862 1.358 -0.622
H -0.963 1.176 -1.383
H 0.393 1.883 -2.415
H 0.155 0.050 -2.388
H 0.720 1.793 1.557
H -0.888 1.865 0.793
H 0.415 2.974 0.331

M values, unit g/mol, following the record order: 260.8, 530.3, 119.5, 93.1, 719.1, 88.1, 83.1, 90.1, 100.2.